# 1
{"formula": "C50H60ClHfN6O8P", "method": "ωB97M-V/def2-TZVPD", "symbols": ["Hf", "O", "C", "C", "C", "C", "C", "C", "C", "O", "N", "N", "C", "C", "C", "C", "C", "C", "N", "H", "H", "H", "H", "H", "H", "H", "H", "H", "H", "O", "C", "O", "C", "C", "Cl", "N", "N", "C", "C", "O", "O", "C", "C", "C", "C", "C", "C", "H", "H", "H", "H", "H", "H", "O", "C", "C", "C", "C", "C", "C", "C", "C", "N", "H", "H", "H", "H", "H", "H", "H", "H", "H", "H", "H", "O", "P", "C", "C", "C", "C", "C", "C", "C", "C", "C", "C", "C", "C", "C", "C", "C", "C", "C", "C", "H", "H", "H", "H", "H", "H", "H", "H", "H", "H", "H", "H", "H", "H", "H", "H", "H", "H", "H", "H", "H", "H", "H", "H", "H", "H", "H", "H", "H", "H", "H", "H", "H"], "coordinates": [[-0.849, -0.323, 0.656], [3.120, -2.368, 1.708], [3.084, -3.275, 0.699], [4.203, -4.048, 0.402], [4.149, -5.021, -0.578], [2.970, -5.252, -1.282], [1.865, -4.480, -1.005], [1.901, -3.465, -0.035], [0.700, -2.650, 0.172], [0.769, -1.505, 0.809], [-0.456, -3.146, -0.260], [-1.483, -2.342, 0.192], [-2.693, -2.720, 0.284], [-3.556, -1.869, 1.129], [-4.851, -2.221, 1.443], [-5.562, -1.435, 2.338], [-4.950, -0.322, 2.886], [-3.642, -0.039, 2.525], [-2.955, -0.792, 1.674], [3.962, -2.442, 2.166], [5.121, -3.886, 0.961], [5.033, -5.613, -0.788], [2.923, -6.029, -2.037], [0.936, -4.635, -1.541], [-3.047, -3.665, -0.111], [-5.288, -3.113, 1.008], [-6.576, -1.698, 2.613], [-5.467, 0.309, 3.597], [-3.120, 0.809, 2.951], [0.627, 3.027, 5.634], [0.546, 1.781, 6.070], [0.793, 1.506, 7.208], [0.139, 0.691, 5.089], [0.033, -0.638, 5.454], [0.338, -1.283, 6.981], [-0.335, -1.376, 4.372], [-0.480, -0.581, 3.295], [-0.205, 0.657, 3.721], [-0.404, 1.781, 2.748], [-0.200, 2.938, 3.030], [-0.882, 1.437, 1.573], [-0.577, -2.814, 4.255], [-0.729, -3.322, 2.980], [-0.956, -4.665, 2.754], [-1.042, -5.538, 3.827], [-0.893, -5.036, 5.108], [-0.660, -3.685, 5.337], [0.380, 3.105, 4.692], [-0.640, -2.648, 2.167], [-1.046, -5.026, 1.733], [-1.217, -6.596, 3.669], [-0.954, -5.700, 5.961], [-0.558, -3.353, 6.351], [-2.252, 0.475, -0.562], [-3.139, 0.173, -1.616], [-4.169, 1.270, -1.835], [-5.035, 1.647, -0.615], [-4.518, 2.773, 0.246], [-5.346, 3.719, 0.816], [-4.803, 4.753, 1.566], [-3.426, 4.847, 1.739], [-2.634, 3.886, 1.173], [-3.192, 2.891, 0.459], [-2.606, 2.127, 0.095], [-3.654, -0.769, -1.415], [-2.597, 0.050, -2.550], [-4.824, 0.914, -2.632], [-3.669, 2.168, -2.221], [-5.193, 0.760, 0.013], [-6.018, 1.958, -0.960], [-6.416, 3.650, 0.663], [-5.457, 5.493, 2.011], [-2.981, 5.651, 2.306], [-1.558, 3.866, 1.274], [0.497, 0.620, -0.736], [1.558, 0.693, -1.850], [3.193, 0.643, -1.080], [3.277, 1.352, 0.286], [4.677, 1.138, 0.866], [5.797, 1.675, -0.061], [5.262, 2.119, -1.423], [4.350, 1.061, -2.050], [1.497, -0.772, -2.927], [0.052, -1.177, -3.267], [0.059, -2.374, -4.212], [0.710, -2.000, -5.570], [1.509, -0.694, -5.489], [2.363, -0.668, -4.224], [1.289, 2.164, -2.873], [-0.217, 2.488, -3.021], [-0.833, 3.175, -1.793], [0.062, 4.307, -1.227], [1.208, 4.646, -2.180], [2.096, 3.419, -2.400], [3.277, -0.425, -0.851], [2.528, 0.927, 0.955], [3.073, 2.422, 0.211], [4.813, 0.065, 1.024], [4.734, 1.610, 1.847], [6.551, 0.899, -0.215], [6.309, 2.513, 0.413], [6.093, 2.314, -2.100], [4.717, 3.061, -1.321], [4.943, 0.181, -2.304], [3.962, 1.457, -2.991], [1.917, -1.559, -2.294], [-0.467, -0.349, -3.757], [-0.499, -1.406, -2.361], [-0.962, -2.725, -4.364], [0.606, -3.192, -3.735], [-0.053, -1.911, -6.344], [1.380, -2.804, -5.887], [0.837, 0.171, -5.508], [2.154, -0.600, -6.363], [2.993, 0.219, -4.224], [3.046, -1.520, -4.253], [1.657, 1.856, -3.854], [-0.791, 1.591, -3.262], [-0.310, 3.148, -3.884], [-1.008, 2.426, -1.026], [-1.807, 3.574, -2.090], [0.493, 3.995, -0.267], [-0.532, 5.201, -1.033], [1.818, 5.446, -1.760], [0.816, 5.016, -3.131], [2.596, 3.216, -1.455], [2.876, 3.648, -3.124]], "orbital_gap_ev": 6.962, "total_charge": 2, "e_homo_ev": -13.08, "lumo_energy_ev": -6.1}

# 2
{"formula": "C50H61NO7P3PrS2", "method": "ωB97M-V/def2-TZVPD", "symbols": ["Pr", "S", "P", "C", "P", "S", "C", "C", "C", "C", "C", "C", "C", "C", "C", "C", "C", "C", "C", "C", "C", "C", "C", "C", "C", "C", "C", "C", "C", "C", "H", "H", "H", "H", "H", "H", "H", "H", "H", "H", "H", "H", "H", "H", "H", "H", "H", "H", "H", "H", "O", "C", "C", "C", "C", "C", "C", "C", "O", "N", "O", "O", "H", "H", "H", "H", "O", "H", "H", "O", "H", "H", "O", "P", "C", "C", "C", "C", "C", "C", "C", "C", "C", "C", "C", "C", "C", "C", "C", "C", "C", "C", "H", "H", "H", "H", "H", "H", "H", "H", "H", "H", "H", "H", "H", "H", "H", "H", "H", "H", "H", "H", "H", "H", "H", "H", "H", "H", "H", "H", "H", "H", "H", "H", "H"], "coordinates": [[0.111, 0.856, -0.737], [-0.124, -1.927, -1.148], [-1.725, -1.206, -2.149], [-2.109, 0.478, -2.005], [-2.979, 0.769, -0.543], [-2.008, 0.800, 1.250], [-3.570, 2.478, -0.788], [-4.631, 2.980, -0.047], [-5.089, 4.264, -0.287], [-4.481, 5.053, -1.251], [-3.403, 4.561, -1.970], [-2.947, 3.278, -1.737], [-4.533, -0.120, -0.226], [-4.695, -0.956, 0.868], [-5.889, -1.633, 1.043], [-6.913, -1.473, 0.126], [-6.742, -0.650, -0.978], [-5.550, 0.020, -1.161], [-1.352, -1.435, -3.910], [-1.760, -0.471, -4.820], [-1.525, -0.653, -6.171], [-0.881, -1.800, -6.610], [-0.458, -2.754, -5.698], [-0.692, -2.576, -4.348], [-3.076, -2.397, -1.865], [-4.155, -2.439, -2.739], [-5.223, -3.272, -2.466], [-5.220, -4.053, -1.320], [-4.145, -4.011, -0.450], [-3.075, -3.181, -0.720], [-5.086, 2.353, 0.710], [-5.922, 4.651, 0.283], [-4.843, 6.053, -1.442], [-2.920, 5.179, -2.714], [-2.110, 2.870, -2.304], [-3.889, -1.056, 1.582], [-6.021, -2.284, 1.896], [-7.849, -1.995, 0.266], [-7.544, -0.537, -1.694], [-5.391, 0.659, -2.021], [-2.265, 0.408, -4.439], [-1.844, 0.097, -6.882], [-0.710, -1.951, -7.667], [0.053, -3.642, -6.041], [-0.363, -3.306, -3.619], [-4.150, -1.814, -3.624], [-6.063, -3.314, -3.145], [-6.059, -4.699, -1.107], [-4.139, -4.622, 0.442], [-2.223, -3.133, -0.054], [2.279, -0.074, -0.847], [2.749, -0.810, -1.722], [2.522, -0.722, -3.129], [3.274, -1.535, -3.979], [3.152, -1.433, -5.348], [2.250, -0.512, -5.918], [1.494, 0.281, -5.114], [1.573, 0.215, -3.688], [0.859, 0.985, -2.972], [3.971, -2.230, -6.195], [4.777, -2.979, -5.671], [3.832, -2.117, -7.400], [3.468, -1.595, -1.424], [3.987, -2.233, -3.563], [2.190, -0.451, -6.994], [0.810, 1.003, -5.530], [-0.573, 3.370, 0.157], [0.186, 3.293, 0.762], [-1.357, 3.168, 0.698], [1.553, 3.090, -1.528], [0.938, 3.832, -1.603], [1.604, 2.692, -2.414], [1.217, 1.620, 1.277], [2.147, 1.209, 2.380], [1.559, 2.062, 3.956], [0.068, 2.413, 3.933], [-0.851, 1.354, 4.530], [-0.368, 0.901, 5.901], [1.064, 0.388, 5.815], [1.990, 1.484, 5.304], [2.241, -0.658, 2.321], [0.822, -1.221, 2.360], [0.803, -2.722, 2.049], [2.020, -3.450, 2.633], [2.571, -2.678, 3.825], [3.154, -1.345, 3.346], [3.730, 2.156, 2.034], [4.805, 2.277, 3.111], [5.771, 1.097, 3.140], [6.388, 0.871, 1.766], [5.299, 0.635, 0.726], [4.348, 1.826, 0.679], [2.093, 3.017, 3.825], [-0.244, 2.586, 2.902], [-0.060, 3.346, 4.488], [-0.917, 0.510, 3.845], [-1.855, 1.774, 4.609], [-1.022, 0.117, 6.284], [-0.407, 1.742, 6.598], [1.100, -0.469, 5.145], [1.409, 0.061, 6.798], [3.015, 1.111, 5.245], [1.984, 2.302, 6.032], [2.605, -0.820, 1.296], [0.202, -0.696, 1.616], [0.378, -1.053, 3.341], [0.769, -2.877, 0.971], [-0.117, -3.134, 2.466], [2.806, -3.535, 1.878], [1.750, -4.464, 2.932], [3.353, -3.256, 4.319], [1.778, -2.511, 4.556], [4.123, -1.547, 2.883], [3.324, -0.704, 4.211], [3.255, 3.146, 1.923], [4.351, 2.413, 4.094], [5.379, 3.183, 2.891], [5.250, 0.197, 3.457], [6.556, 1.303, 3.869], [7.071, 0.020, 1.798], [6.965, 1.755, 1.487], [4.748, -0.275, 0.965], [5.750, 0.500, -0.260], [3.552, 1.654, -0.048], [4.914, 2.703, 0.352]], "s_squared": 2.00, "orbital_gap_ev": [7.020, 7.015], "e_homo_ev": [-7.33, -7.32], "lumo_energy_ev": [-0.3, -0.3], "spin_multiplicity": 3}

# 3
{"formula": "C50H63Cl2N4O5PSScSi", "method": "ωB97M-V/def2-TZVPD", "symbols": ["Sc", "C", "C", "C", "C", "C", "C", "N", "N", "Si", "C", "C", "C", "H", "H", "H", "H", "H", "H", "H", "H", "H", "H", "H", "H", "H", "H", "H", "Cl", "C", "C", "C", "Cl", "C", "O", "C", "C", "O", "C", "H", "H", "H", "C", "C", "C", "C", "C", "C", "H", "H", "H", "H", "H", "H", "H", "H", "H", "C", "O", "C", "C", "C", "C", "C", "C", "N", "C", "C", "C", "C", "C", "C", "C", "O", "H", "H", "H", "H", "H", "H", "H", "H", "H", "H", "H", "H", "H", "C", "C", "C", "C", "P", "C", "C", "C", "C", "C", "C", "C", "C", "C", "C", "H", "H", "H", "H", "H", "H", "H", "H", "H", "H", "H", "H", "H", "H", "H", "H", "H", "H", "H", "H", "H", "H", "H", "O", "S", "N"], "coordinates": [[1.372, -0.043, 0.080], [4.452, -0.040, -2.436], [4.373, 1.064, -1.415], [5.305, 2.084, -1.428], [5.219, 3.075, -0.445], [4.199, 3.043, 0.464], [3.221, 2.008, 0.394], [3.371, 1.009, -0.530], [2.128, 1.914, 1.142], [1.492, 3.123, 2.179], [2.237, 3.004, 3.924], [-0.382, 2.884, 2.306], [1.677, 4.926, 1.565], [5.489, -0.331, -2.612], [4.034, 0.296, -3.386], [3.876, -0.898, -2.090], [6.091, 2.097, -2.170], [5.959, 3.867, -0.409], [4.112, 3.783, 1.247], [2.225, 1.959, 4.238], [1.674, 3.588, 4.655], [3.275, 3.342, 3.944], [-0.638, 2.176, 3.091], [-0.761, 2.465, 1.372], [-0.898, 3.825, 2.514], [2.655, 5.364, 1.773], [0.927, 5.564, 2.035], [1.523, 4.968, 0.483], [2.131, 1.077, -7.406], [1.894, 0.549, -5.763], [2.050, -0.810, -5.461], [1.859, -1.261, -4.183], [2.138, -2.916, -3.835], [1.449, -0.385, -3.112], [1.225, -0.784, -1.923], [1.345, 0.999, -3.479], [1.047, 1.949, -2.461], [0.678, 1.692, -1.320], [1.575, 1.447, -4.791], [2.332, -1.507, -6.237], [1.155, 3.005, -2.763], [1.483, 2.503, -5.014], [1.097, -1.172, 4.775], [-0.337, -1.103, 4.225], [-0.939, -2.515, 4.215], [-1.186, -0.189, 5.116], [-0.253, -0.596, 2.846], [-0.120, -0.229, 1.692], [1.113, -1.661, 5.754], [1.514, -0.169, 4.875], [1.736, -1.724, 4.086], [-0.959, -2.930, 5.227], [-0.347, -3.176, 3.579], [-1.957, -2.495, 3.825], [-1.213, -0.575, 6.138], [-2.208, -0.127, 4.739], [-0.768, 0.819, 5.139], [3.136, -4.995, 2.817], [3.782, -4.497, 1.670], [4.323, -3.251, 1.739], [4.581, -2.600, 2.931], [5.219, -1.364, 2.946], [5.647, -0.802, 1.760], [5.393, -1.449, 0.560], [4.680, -2.642, 0.515], [4.435, -3.247, -0.718], [3.360, -4.052, -1.101], [2.062, -4.038, -0.721], [1.250, -5.150, -1.173], [-0.040, -5.303, -0.878], [-0.782, -4.256, -0.158], [0.085, -3.243, 0.470], [1.384, -2.989, 0.073], [2.041, -1.895, 0.408], [2.616, -5.895, 2.495], [2.404, -4.280, 3.205], [3.853, -5.253, 3.605], [4.297, -3.053, 3.871], [5.394, -0.863, 3.890], [6.170, 0.147, 1.756], [5.733, -1.012, -0.370], [4.974, -2.872, -1.482], [3.660, -4.817, -1.813], [1.765, -5.922, -1.737], [-0.587, -6.177, -1.213], [-1.601, -4.630, 0.459], [-0.390, -2.546, 1.143], [-6.843, 1.801, -0.753], [-5.687, 1.425, 0.174], [-6.069, 0.209, 1.022], [-5.446, 2.598, 1.135], [-3.981, 1.096, -0.634], [-3.954, 2.595, -1.711], [-4.438, 2.710, -3.012], [-4.283, 3.888, -3.732], [-3.687, 4.992, -3.145], [-3.249, 4.912, -1.829], [-3.364, 3.722, -1.129], [-4.172, -0.415, -1.789], [-5.540, -0.705, -2.413], [-3.131, -0.301, -2.904], [-3.820, -1.634, -0.870], [-7.694, 2.115, -0.141], [-7.168, 0.966, -1.369], [-6.576, 2.632, -1.405], [-6.946, 0.446, 1.631], [-5.249, -0.057, 1.692], [-6.310, -0.660, 0.409], [-6.324, 2.729, 1.776], [-5.290, 3.529, 0.592], [-4.576, 2.413, 1.767], [-4.939, 1.879, -3.487], [-4.626, 3.938, -4.758], [-3.561, 5.909, -3.708], [-2.793, 5.775, -1.358], [-2.947, 3.641, -0.132], [-5.958, 0.156, -2.929], [-6.258, -1.051, -1.668], [-5.420, -1.504, -3.151], [-3.437, 0.396, -3.682], [-2.960, -1.275, -3.365], [-2.183, 0.044, -2.501], [-4.238, -1.436, 0.123], [-1.764, -1.327, -0.470], [-4.324, -2.516, -1.278], [-1.020, -3.072, -2.666], [-1.927, -3.397, -1.558], [-2.435, -2.051, -0.686]], "orbital_gap_ev": 6.283, "total_charge": -1, "e_homo_ev": -4.03, "lumo_energy_ev": 2.3}

Summary of total energy in eV
-101258.5069, -132273.3645, -142822.6780
(order as listed above)